No. 1
{"formula": "C18H28O2P", "method": "ωB97M-V with the def2-TZVPD basis set", "e_tot_ev": -32493.59871, "total_charge": 1, "homo_energy_ev": -11.52, "max_force_ev_per_a": 1.961, "species": ["C", "C", "C", "P", "C", "O", "C", "C", "C", "C", "C", "C", "C", "C", "C", "C", "H", "H", "H", "H", "H", "H", "H", "H", "H", "H", "H", "H", "H", "H", "H", "H", "H", "H", "H", "H", "C", "C", "C", "O", "C", "H", "H", "H", "H", "H", "H", "H", "H"], "positions_angstrom": [[-2.2106, 1.5194, 1.1556], [-2.0740, 1.7880, -0.0126], [-1.5932, 1.9725, -1.4243], [-0.0902, 3.0418, -1.4229], [1.4727, 2.0691, -1.1061], [1.1157, 0.7343, -0.8076], [2.0751, -0.1808, -1.2827], [3.1104, -0.5323, -0.3815], [4.0997, -1.4222, -0.8393], [5.2525, -1.7665, 0.1397], [4.0279, -1.9556, -2.1412], [2.9945, -1.6064, -3.0426], [2.0091, -0.6979, -2.5947], [0.8702, -0.2192, -3.5118], [1.5762, 0.5788, -4.7002], [0.0351, -1.3796, -4.1568], [-2.1961, 1.3145, 2.2251], [-1.4313, 0.9748, -1.8680], [-2.3868, 2.4622, -2.0291], [0.0875, 3.7379, -2.6485], [-0.2442, 3.9832, -0.3778], [1.9859, 2.5080, -0.2220], [2.1420, 2.1509, -1.9879], [3.0920, -0.0975, 0.6256], [5.1236, -2.7750, 0.5641], [6.1860, -1.6691, -0.4530], [5.2986, -0.9901, 0.9221], [4.8032, -2.6440, -2.5099], [3.0034, -2.0260, -4.0546], [0.1963, 0.5083, -3.0290], [0.8847, 1.2577, -5.2266], [2.0190, -0.1900, -5.3597], [2.4340, 1.1123, -4.2371], [0.2606, -1.4685, -5.2381], [-1.0341, -1.0670, -4.1199], [0.0960, -2.3413, -3.6219], [-4.9919, -0.2625, 5.7802], [-4.1626, -1.5266, 5.6198], [-3.2836, -1.1766, 4.4314], [-3.0798, 0.2440, 4.4727], [-3.9860, 0.8192, 5.4267], [-5.4158, -0.1385, 6.7758], [-5.8120, -0.2622, 5.0573], [-3.5458, -1.6807, 6.5088], [-4.7569, -2.4250, 5.4582], [-3.7792, -1.4191, 3.4851], [-2.3186, -1.6849, 4.4583], [-3.4045, 1.1220, 6.3033], [-4.4547, 1.7061, 4.9977]], "mulliken_charge": [0.176, -0.889, -0.196, 0.078, -0.513, -0.377, -0.045, -0.721, 0.799, -1.252, -0.721, -0.435, 0.458, 1.707, -1.553, -1.375, 0.558, 0.124, 0.564, 0.190, 0.222, 0.545, 0.341, 0.384, 0.284, 0.362, 0.331, 0.379, 0.388, -1.073, 0.392, 0.419, 0.372, 0.329, 0.350, 0.383, -0.519, -0.557, -0.432, -0.350, -0.431, 0.333, 0.264, 0.263, 0.332, 0.282, 0.293, 0.265, 0.273]}

---

No. 2
{"formula": "C8H32BClN2O8", "method": "ωB97M-V with the def2-TZVPD basis set", "e_tot_ev": -41361.85282, "total_charge": 0, "homo_energy_ev": -8.25, "max_force_ev_per_a": 2.183, "species": ["O", "H", "H", "H", "O", "H", "H", "H", "Cl", "O", "O", "O", "O", "B", "H", "H", "H", "H", "C", "C", "C", "O", "C", "N", "H", "H", "H", "H", "H", "H", "H", "H", "H", "H", "H", "C", "C", "C", "O", "C", "N", "H", "H", "H", "H", "H", "H", "H", "H", "H", "H", "H"], "positions_angstrom": [[-0.9656, 0.5847, 0.1709], [-1.0649, -0.3129, -0.3061], [-0.5741, 1.1720, -0.5571], [-0.2675, 0.5268, 0.9082], [-0.5206, 4.7016, -2.1596], [-0.2259, 3.7112, -2.0039], [-1.3341, 4.7749, -2.6971], [0.1839, 5.1412, -2.6766], [-2.4988, 3.1780, 1.3813], [-1.5519, 3.5269, 0.3605], [-3.2219, 4.3150, 1.8559], [-3.4599, 2.2195, 0.8396], [-1.7439, 2.5968, 2.4874], [0.2407, 1.9974, -2.0052], [0.8268, 0.9991, -1.9757], [0.4012, 2.5060, -0.9692], [0.6381, 2.6636, -2.8722], [-0.9040, 1.8572, -2.1595], [0.4593, -2.6276, -1.4216], [-0.7425, -2.0548, -2.1595], [-1.3103, -3.0808, -3.1335], [-2.1399, -2.3824, -4.0464], [-2.7144, -3.2847, -4.9667], [-1.7782, -1.6586, -1.1534], [0.2321, -3.5512, -0.8860], [0.8809, -1.9096, -0.7145], [1.2699, -2.8162, -2.1294], [-0.4589, -1.1526, -2.7014], [-1.8851, -3.8506, -2.6000], [-0.5193, -3.6183, -3.6709], [-3.4639, -2.7669, -5.5620], [-3.2870, -4.0714, -4.4594], [-1.9693, -3.7719, -5.5978], [-2.6212, -1.5369, -1.7243], [-2.0171, -2.5474, -0.7046], [0.8683, -1.6830, 3.0020], [1.3182, -0.2411, 3.0888], [2.6347, -0.0272, 3.8084], [2.8072, 1.3256, 4.1921], [3.9754, 1.4768, 4.9647], [1.2571, 0.4085, 1.7556], [0.8747, -2.1085, 4.0109], [1.5677, -2.2623, 2.3900], [-0.1575, -1.8490, 2.6785], [0.4904, 0.3010, 3.5664], [3.4659, -0.3717, 3.1741], [2.6138, -0.6470, 4.7141], [4.8562, 1.6030, 4.3242], [4.1638, 0.7356, 5.7458], [3.8869, 2.4208, 5.5139], [2.0267, 0.0424, 1.1910], [1.4579, 1.3995, 1.8891]], "mulliken_charge": [-0.147, 0.618, 0.162, 0.506, -0.391, 0.242, 0.437, 0.479, 1.752, -0.646, -0.692, -0.672, -0.677, -0.030, -0.319, -0.169, -0.135, -0.164, -1.284, 0.537, -0.898, -0.293, -0.769, -0.727, 0.351, 0.180, 0.429, 0.154, 0.355, 0.465, 0.258, 0.317, 0.300, 0.245, 0.302, -1.488, 0.321, -0.705, -0.276, -0.790, -0.616, 0.435, 0.318, 0.332, 0.295, 0.309, 0.361, 0.300, 0.317, 0.257, 0.265, 0.290]}

---

Q: Which formula does entry 2 have?
A: C8H32BClN2O8

---

What did the first record say?
{"formula": "C18H28O2P", "method": "ωB97M-V with the def2-TZVPD basis set", "e_tot_ev": -32493.59871, "total_charge": 1, "homo_energy_ev": -11.52, "max_force_ev_per_a": 1.961, "species": ["C", "C", "C", "P", "C", "O", "C", "C", "C", "C", "C", "C", "C", "C", "C", "C", "H", "H", "H", "H", "H", "H", "H", "H", "H", "H", "H", "H", "H", "H", "H", "H", "H", "H", "H", "H", "C", "C", "C", "O", "C", "H", "H", "H", "H", "H", "H", "H", "H"], "positions_angstrom": [[-2.2106, 1.5194, 1.1556], [-2.0740, 1.7880, -0.0126], [-1.5932, 1.9725, -1.4243], [-0.0902, 3.0418, -1.4229], [1.4727, 2.0691, -1.1061], [1.1157, 0.7343, -0.8076], [2.0751, -0.1808, -1.2827], [3.1104, -0.5323, -0.3815], [4.0997, -1.4222, -0.8393], [5.2525, -1.7665, 0.1397], [4.0279, -1.9556, -2.1412], [2.9945, -1.6064, -3.0426], [2.0091, -0.6979, -2.5947], [0.8702, -0.2192, -3.5118], [1.5762, 0.5788, -4.7002], [0.0351, -1.3796, -4.1568], [-2.1961, 1.3145, 2.2251], [-1.4313, 0.9748, -1.8680], [-2.3868, 2.4622, -2.0291], [0.0875, 3.7379, -2.6485], [-0.2442, 3.9832, -0.3778], [1.9859, 2.5080, -0.2220], [2.1420, 2.1509, -1.9879], [3.0920, -0.0975, 0.6256], [5.1236, -2.7750, 0.5641], [6.1860, -1.6691, -0.4530], [5.2986, -0.9901, 0.9221], [4.8032, -2.6440, -2.5099], [3.0034, -2.0260, -4.0546], [0.1963, 0.5083, -3.0290], [0.8847, 1.2577, -5.2266], [2.0190, -0.1900, -5.3597], [2.4340, 1.1123, -4.2371], [0.2606, -1.4685, -5.2381], [-1.0341, -1.0670, -4.1199], [0.0960, -2.3413, -3.6219], [-4.9919, -0.2625, 5.7802], [-4.1626, -1.5266, 5.6198], [-3.2836, -1.1766, 4.4314], [-3.0798, 0.2440, 4.4727], [-3.9860, 0.8192, 5.4267], [-5.4158, -0.1385, 6.7758], [-5.8120, -0.2622, 5.0573], [-3.5458, -1.6807, 6.5088], [-4.7569, -2.4250, 5.4582], [-3.7792, -1.4191, 3.4851], [-2.3186, -1.6849, 4.4583], [-3.4045, 1.1220, 6.3033], [-4.4547, 1.7061, 4.9977]], "mulliken_charge": [0.176, -0.889, -0.196, 0.078, -0.513, -0.377, -0.045, -0.721, 0.799, -1.252, -0.721, -0.435, 0.458, 1.707, -1.553, -1.375, 0.558, 0.124, 0.564, 0.190, 0.222, 0.545, 0.341, 0.384, 0.284, 0.362, 0.331, 0.379, 0.388, -1.073, 0.392, 0.419, 0.372, 0.329, 0.350, 0.383, -0.519, -0.557, -0.432, -0.350, -0.431, 0.333, 0.264, 0.263, 0.332, 0.282, 0.293, 0.265, 0.273]}

---

Q: What is the formula in the first record?
A: C18H28O2P